Here is C36H37Cl2N7OPReSe as an isolated structure at a distorted geometry from the Open Molecules 2025 dataset. Energies are from ωB97M-V/def2-TZVPD.

HOMO energy (alpha / beta) (eV): -9.416 / -10.559
E_LUMO (alpha / beta) (eV): -2.95 / -3.86
Energy above the lowest of the compared OMol25 structures with the same formula, charge and spin (kcal per mole): 0.0
Strongest force on any atom (eV/Å): 2.38
Total charge: +1
Multiplicity: 4

Each line ends with the Löwdin charge.
Geometry (Å):
Re 0.74818 -0.36206 -0.22891  0.932
C 2.03092 0.74889 -3.79121  -0.063
C 1.94471 1.81485 -2.72087  -0.359
C 2.91396 1.51827 -1.55413  -0.072
C 0.55571 2.08217 -2.10244  -0.241
C -0.44852 2.72176 -3.06967  -0.080
O -1.67796 2.12323 -2.76680  0.028
C -1.45033 1.04937 -2.00267  -0.333
N -0.25501 0.92427 -1.56338  -0.013
C -2.64335 0.23565 -1.66835  -0.116
C -3.75893 0.42647 -2.49877  -0.011
C -4.89192 -0.29802 -2.28994  -0.035
C -4.91926 -1.30239 -1.29669  -0.023
C -3.84588 -1.48690 -0.43547  -0.067
C -2.65932 -0.74916 -0.62907  -0.262
P -1.31391 -1.10529 0.52946  0.975
C -1.39609 -2.88518 0.72590  -0.356
C -1.39510 -3.50642 1.95429  -0.078
C -1.44950 -4.87192 2.02194  -0.074
C -1.53571 -5.67833 0.90239  -0.048
C -1.55110 -5.04800 -0.35804  -0.058
C -1.45812 -3.66503 -0.44141  -0.106
C -1.79426 -0.36549 2.14101  -0.337
C -0.95830 -0.52739 3.24998  -0.132
C -1.43152 -0.07401 4.46173  -0.081
C -2.64186 0.57666 4.62922  -0.061
C -3.42911 0.79671 3.52373  -0.063
C -2.99686 0.34182 2.30361  -0.076
H 3.03813 0.59899 -4.13449  0.086
H 1.39739 1.00819 -4.67294  0.088
H 1.68609 -0.21557 -3.44407  0.029
H 2.30942 2.82400 -3.10242  0.169
H 2.77732 0.49248 -1.18382  0.011
H 2.79433 2.22187 -0.71119  0.064
H 3.96475 1.51755 -1.89098  0.107
H 0.70182 2.74158 -1.25289  0.120
H -0.20891 2.43940 -4.12517  0.142
H -0.58771 3.80775 -3.01365  0.147
H -3.75456 1.14695 -3.31605  0.133
H -5.78162 -0.21827 -2.89439  0.116
H -5.81080 -1.87122 -1.20834  0.105
H -3.90812 -2.18609 0.39435  0.124
H -1.39823 -2.91996 2.86076  0.098
H -1.43384 -5.32161 2.99730  0.109
H -1.56276 -6.76704 0.96911  0.117
H -1.63513 -5.69380 -1.22729  0.115
H -1.36281 -3.18566 -1.41631  0.096
H 0.00839 -1.01863 3.16738  0.091
H -0.80142 -0.29485 5.32844  0.117
H -2.90272 0.94982 5.61038  0.114
H -4.37426 1.30778 3.57782  0.114
H -3.63181 0.41511 1.44987  0.092
Cl 2.00185 -4.48331 -0.40216  0.740
C 1.48575 -4.11197 -2.00238  -0.592
C 1.61584 -5.10657 -2.95013  -0.110
C 1.23919 -4.88494 -4.26934  -0.084
C 0.60161 -3.73292 -4.63597  -0.114
C 0.34905 -2.79298 -3.64157  -0.568
Cl -0.71920 -1.45933 -4.02047  0.736
C 0.91861 -2.83221 -2.32146  -0.432
N 0.86123 -1.78689 -1.46867  -0.147
H 1.96876 -6.09279 -2.60319  0.118
H 1.35135 -5.65887 -5.02206  0.115
H 0.21570 -3.55098 -5.65333  0.120
C 3.24239 4.60380 1.79861  -0.053
C 2.25237 4.93866 2.91723  -0.396
C 2.85636 5.89747 3.98861  -0.061
C 1.61643 3.74102 3.65099  -0.088
N 0.98960 2.81297 2.70873  -0.075
C 1.49906 1.76266 2.05071  -0.170
N 0.64804 1.39846 1.11800  -0.150
N -0.39868 2.24033 1.20633  0.032
N -0.18423 3.09685 2.14642  0.108
H 3.53820 5.53897 1.35199  0.085
H 2.84074 3.84478 1.09977  0.061
H 4.13308 4.20109 2.19022  0.068
H 1.44063 5.49529 2.43560  0.130
H 3.59491 5.36898 4.63862  0.095
H 2.07698 6.30176 4.64460  0.081
H 3.38160 6.72466 3.51172  0.080
H 0.81611 4.15207 4.26495  0.136
H 2.33498 3.22632 4.24442  0.128
H 2.41864 1.31565 2.29007  0.074
Se 2.57862 -1.23415 1.30557  0.578
C 3.86530 -1.94192 0.17948  -0.802
N 4.75460 -2.20526 -0.53874  0.063

Cartesian forces (eV/Å) of the 6 atoms listed first:
Re 0.16 -0.57 -0.74
C -1.10 0.37 -0.83
C 0.76 0.94 1.08
C 0.22 -0.03 -0.28
C -0.44 0.44 -0.33
C 1.03 0.12 -1.42

---

Here is C36H37Cl3N4OPRuS2Si as an isolated structure from the Open Molecules 2025 dataset. Energies are from ωB97M-V/def2-TZVPD.

HOMO energy (alpha / beta) (eV): -6.801 / -7.589
E_LUMO (alpha / beta) (eV): -0.50 / -0.49
Energy above the lowest of the compared OMol25 structures with the same formula, charge and spin (kcal per mole): 23.6
Strongest force on any atom (eV/Å): 0.59
Total charge: 0
Multiplicity: 2

Each line ends with the Löwdin charge.
Geometry (Å):
Ru -0.01593 0.05673 -0.58968  0.586
N 4.23293 -0.23621 -1.68678  0.084
C 3.05619 -0.19851 -1.01217  -0.837
S 1.81496 -1.30154 -1.50927  0.682
N 2.98107 0.66390 -0.03900  -0.003
N 1.76921 0.66799 0.62054  -0.078
C 1.87197 0.96296 1.86702  -0.250
C 3.19415 1.20968 2.51087  -0.210
C 3.47554 2.47118 3.01775  -0.023
C 4.68795 2.70906 3.65109  -0.072
C 5.60879 1.68300 3.79731  -0.088
C 5.32130 0.41689 3.30052  -0.076
C 4.11978 0.18141 2.65320  -0.036
C 0.71293 1.02285 2.79784  -0.204
C 0.92761 0.63717 4.11821  0.020
C -0.09620 0.71137 5.04007  -0.022
C -1.33424 1.19207 4.63929  -0.024
C -1.49856 1.54861 3.32104  -0.152
N -0.50321 1.46080 2.42892  -0.119
H 4.37398 -0.96619 -2.36052  0.077
H 5.03102 0.21367 -1.27201  0.099
H 2.74887 3.26631 2.89890  0.103
H 4.91043 3.69730 4.03193  0.104
H 6.55068 1.86703 4.29741  0.100
H 6.03871 -0.38557 3.41458  0.102
H 3.89182 -0.79690 2.24853  0.121
H 1.90670 0.28305 4.40314  0.126
H 0.07339 0.40469 6.06367  0.116
H -2.16345 1.28528 5.32429  0.114
H -2.44005 1.90884 2.93527  0.064
C 0.14608 -1.49333 -4.51187  -0.062
C 0.79661 -0.19377 -4.89268  -0.249
C 1.48695 -0.19865 -6.10481  -0.056
C 2.03166 0.94291 -6.66395  -0.082
C 1.84821 2.14594 -6.01187  -0.079
C 1.17996 2.16797 -4.79800  -0.104
C 0.68947 1.01758 -4.17422  -0.223
P -0.27164 1.23518 -2.56247  1.029
C -0.32732 3.07008 -2.43995  -0.357
C -1.56086 3.71350 -2.49561  -0.137
C -1.66221 5.09352 -2.40223  -0.084
C -0.51582 5.85277 -2.25536  -0.072
C 0.71312 5.21787 -2.15833  -0.071
C 0.83130 3.83571 -2.22032  -0.369
C 2.18316 3.21692 -2.00193  -0.073
C -1.90721 0.71101 -3.16182  -0.324
C -2.62088 1.27530 -4.21578  -0.086
C -3.85188 0.75038 -4.56829  -0.081
C -4.35493 -0.34966 -3.87503  -0.076
C -3.60915 -0.94804 -2.87443  -0.037
C -2.35797 -0.43980 -2.52446  -0.332
C -1.41215 -1.14821 -1.60666  -0.361
H 0.32305 -2.23260 -5.29227  0.080
H -0.93159 -1.37552 -4.40148  0.078
H 0.55818 -1.88303 -3.58720  -0.009
H 1.57104 -1.14007 -6.63421  0.105
H 2.55719 0.89291 -7.60874  0.102
H 2.21028 3.07359 -6.43579  0.104
H 1.02441 3.13347 -4.34891  0.085
H -2.46816 3.13481 -2.58839  0.090
H -2.63682 5.56218 -2.43687  0.105
H -0.57588 6.93128 -2.18684  0.103
H 1.60853 5.80428 -1.98992  0.113
H 2.84925 3.93292 -1.52180  0.085
H 2.65174 2.88681 -2.93028  0.077
H 2.11561 2.35065 -1.34751  0.025
H -2.22117 2.12909 -4.75055  0.114
H -4.42325 1.19741 -5.37096  0.100
H -5.32659 -0.75046 -4.13526  0.101
H -3.98577 -1.82775 -2.36572  0.113
H -0.85553 -1.87099 -2.20975  0.016
H -1.96192 -1.72477 -0.86401  -0.011
Cl -2.45584 -0.00242 0.90952  0.169
Si -0.84477 1.90200 0.59444  -0.283
Cl -2.54687 3.11671 0.59624  0.281
Cl 0.50877 3.58840 0.82924  0.342
C 0.18412 -3.85129 0.19422  -0.271
S 0.01111 -2.89927 1.70087  0.864
C -1.75371 -3.13306 1.90845  -0.284
O 0.27632 -1.46694 1.34309  -0.643
H -0.09217 -4.88453 0.40235  0.059
H 1.22467 -3.78447 -0.11359  0.022
H -0.45674 -3.41782 -0.57271  0.034
H -1.90758 -4.18456 2.15233  0.056
H -2.28615 -2.84262 1.00688  0.020
H -2.07705 -2.50167 2.73329  0.043

Cartesian forces (eV/Å) of the 6 atoms listed first:
Ru 0.37 -0.47 0.02
N -0.01 -0.09 0.00
C -0.01 0.02 0.11
S 0.03 0.22 -0.07
N 0.01 -0.04 0.03
N -0.03 0.02 -0.02

---

Here is a 27-piece molecular cluster, C36H37Cl78NO5 overall at a distorted geometry from the Open Molecules 2025 dataset. Energies are from ωB97M-V/def2-TZVPD.

HOMO energy (eV): -10.481
E_LUMO (eV): -0.95
Strongest force on any atom (eV/Å): 2.00
Total charge: 0

Each line ends with the Löwdin charge.
Geometry (Å):
C -0.90420 -1.00914 -1.39008  0.034
C -1.54002 -1.19415 -2.70252  -0.527
O -2.74056 -1.22298 -2.83274  0.123
O -0.72931 -1.29113 -3.79702  -0.027
C -0.42429 -2.62811 -4.19987  -0.139
C 0.70152 -3.33544 -3.45157  -0.081
C 1.86545 -2.46949 -3.17088  -0.122
C 2.65759 -2.48853 -2.10866  -0.077
C 2.66434 -3.35435 -0.91302  -0.144
C 1.66425 -3.01433 0.13593  -0.333
N 1.04216 -3.91158 0.77287  0.083
C 3.64119 -1.39183 -2.34388  -0.386
O 4.18582 -0.69108 -1.52776  0.150
O 3.72140 -1.23404 -3.69202  0.084
C 2.37621 -1.40774 -4.08159  -0.364
O 1.86093 -0.76748 -4.95009  0.201
H -1.47343 -0.35343 -0.76134  0.070
H -0.86882 -1.97294 -0.91674  0.091
H 0.10033 -0.64628 -1.46117  0.080
H -0.13551 -2.54743 -5.22560  0.125
H -1.33870 -3.19885 -4.17036  0.133
H 0.99527 -4.18876 -4.03006  0.104
H 0.31961 -3.67265 -2.50404  0.120
H 3.61831 -3.24605 -0.42189  0.039
H 2.50956 -4.36464 -1.23677  0.100
H 1.46867 -2.00191 0.41941  0.067
H 1.29559 -4.83183 0.43302  0.056
C 7.13439 0.21699 -3.12384  -1.550
Cl 7.27811 1.14046 -4.61633  0.525
Cl 7.30779 -1.50588 -3.47478  0.524
Cl 8.28743 0.80347 -1.93012  0.544
H 6.14206 0.39297 -2.73303  -0.026
C 3.72413 -1.80289 3.89869  -1.538
Cl 2.76246 -2.72663 2.75180  0.583
Cl 3.51400 -2.41145 5.54144  0.534
Cl 5.42596 -1.85814 3.42027  0.523
H 3.39130 -0.77405 3.87683  -0.031
C -4.77812 -7.32851 -6.95124  -1.591
Cl -3.93528 -8.78899 -7.46184  0.528
Cl -4.18523 -6.77788 -5.38173  0.505
Cl -4.61765 -6.05648 -8.16608  0.524
H -5.82840 -7.55637 -6.84196  -0.088
C -2.10927 2.13084 -4.32002  -1.513
Cl -1.02890 3.50411 -4.07645  0.529
Cl -3.45501 2.23333 -3.18589  0.535
Cl -2.69382 2.09577 -5.98872  0.558
H -1.56918 1.21168 -4.14094  -0.008
C 0.08832 0.16018 3.79427  -1.513
Cl -0.40408 -1.51362 4.01095  0.542
Cl 0.78997 0.81419 5.27417  0.505
Cl 1.23511 0.31776 2.45152  0.528
H -0.79116 0.73790 3.54936  0.010
C -5.03511 1.37068 0.36491  -1.562
Cl -4.39470 2.99295 0.11065  0.520
Cl -3.87435 0.31046 1.14750  0.527
Cl -6.54032 1.41948 1.28669  0.514
H -5.25016 0.94586 -0.60509  -0.034
C 4.00239 2.81396 -1.17826  -1.520
Cl 5.60401 3.43087 -1.58915  0.531
Cl 3.63514 3.15437 0.51686  0.513
Cl 2.76762 3.53246 -2.21436  0.525
H 3.99914 1.74531 -1.34190  -0.019
C 4.88097 6.00345 3.36223  -1.545
Cl 4.74120 7.06844 4.75787  0.539
Cl 6.57340 5.77009 2.91732  0.527
Cl 4.10812 4.45088 3.67010  0.513
H 4.37738 6.47069 2.52791  0.014
C -6.86201 -2.55643 1.87994  -1.603
Cl -7.68121 -4.11743 1.96770  0.529
Cl -5.83492 -2.30604 3.28885  0.506
Cl -5.91332 -2.42816 0.40208  0.511
H -7.60631 -1.77782 1.87238  -0.072
C 6.32348 -5.21868 -0.88208  -1.517
Cl 5.03545 -5.46826 -2.05501  0.539
Cl 5.79302 -4.09877 0.37262  0.573
Cl 6.84168 -6.75143 -0.18709  0.552
H 7.16822 -4.77427 -1.39069  0.012
C 5.14434 -4.19652 -5.90244  -1.489
Cl 5.37897 -2.48899 -6.21826  0.560
Cl 6.45927 -4.86283 -4.94319  0.494
Cl 3.57640 -4.44344 -5.09860  0.596
H 5.13208 -4.71237 -6.85199  0.015
C -8.93409 -2.03444 5.84953  -1.549
Cl -8.57399 -0.94580 4.50296  0.530
Cl -9.67593 -3.52632 5.27778  0.523
Cl -7.47707 -2.37541 6.78041  0.512
H -9.64012 -1.53532 6.50026  -0.078
C -8.98097 -0.76630 -1.92842  -1.515
Cl -8.90202 -1.98638 -3.20041  0.532
Cl -9.09449 -1.49795 -0.32113  0.557
Cl -7.62912 0.35644 -2.04142  0.534
H -9.88950 -0.20486 -2.08813  0.011
C -11.52327 -2.33756 9.03655  -1.531
Cl -12.67316 -3.01270 7.88564  0.534
Cl -10.18205 -3.44440 9.30889  0.538
Cl -10.93277 -0.76624 8.47822  0.559
H -12.03412 -2.18502 9.97573  0.010
C -0.16541 3.29899 8.32770  -1.541
Cl 0.00899 3.70214 10.03438  0.525
Cl 1.36672 2.74301 7.65525  0.506
Cl -1.42590 2.08768 8.09729  0.522
H -0.45958 4.19419 7.79929  0.013
C 0.32011 7.53335 11.43965  -1.570
Cl 1.39451 8.87149 11.84038  0.529
Cl -1.14790 7.59313 12.41337  0.525
Cl -0.06880 7.53497 9.71992  0.508
H 0.83463 6.61025 11.66408  -0.001
C 8.77745 3.03814 -7.51210  -1.556
Cl 9.77551 2.32647 -8.78134  0.528
Cl 8.92827 4.79402 -7.50879  0.533
Cl 7.08889 2.56020 -7.69149  0.481
H 9.13093 2.66796 -6.56007  -0.009
C 6.89458 6.69795 -2.22040  -1.548
Cl 6.82526 6.50881 -0.46801  0.485
Cl 7.18812 8.38074 -2.66779  0.522
Cl 8.12693 5.63992 -2.90687  0.521
H 5.93645 6.40393 -2.62495  0.001
C -3.64710 -1.17720 10.36769  -1.559
Cl -5.13618 -0.73014 9.53921  0.521
Cl -3.36944 -0.13464 11.76055  0.528
Cl -3.69150 -2.87358 10.85605  0.524
H -2.82414 -1.04820 9.67970  0.006
C -8.97251 -6.40324 -5.33101  -1.529
Cl -10.20551 -6.94406 -6.46530  0.539
Cl -7.62444 -7.54157 -5.29081  0.572
Cl -8.39012 -4.79311 -5.74631  0.529
H -9.41201 -6.36102 -4.34513  0.014
C 9.30436 8.39555 1.70635  -1.566
Cl 10.87637 7.72280 2.14217  0.528
Cl 8.91383 9.78028 2.72662  0.527
Cl 9.25501 8.83391 0.00359  0.505
H 8.55537 7.63498 1.87566  -0.052
C -3.30779 5.93484 -6.11730  -1.562
Cl -2.17384 7.20068 -5.64865  0.527
Cl -4.78968 6.03552 -5.16508  0.499
Cl -3.66487 6.01879 -7.84250  0.529
H -2.84638 4.98004 -5.91657  -0.061
C 9.30966 -4.87568 -8.14631  -1.545
Cl 7.96709 -5.08283 -9.27512  0.522
Cl 8.86102 -3.77049 -6.85218  0.507
Cl 9.81980 -6.43223 -7.49275  0.528
H 10.14097 -4.44872 -8.68749  0.011
C -3.05563 -6.16062 13.30646  -1.566
Cl -1.64745 -5.49452 14.13263  0.522
Cl -2.59830 -7.53655 12.30337  0.523
Cl -4.30167 -6.61915 14.46639  0.524
H -3.46331 -5.39635 12.66144  -0.024
C 3.27176 4.44253 -6.90332  -1.539
Cl 3.49326 6.13268 -7.36220  0.528
Cl 4.67202 3.87147 -6.00262  0.495
Cl 1.79675 4.25794 -5.95194  0.499
H 3.17776 3.85766 -7.80657  0.015
C -7.73820 5.21807 -1.27621  -1.539
Cl -8.34710 3.56774 -1.15860  0.503
Cl -6.96213 5.71434 0.22397  0.523
Cl -6.59675 5.37835 -2.61097  0.499
H -8.57670 5.87365 -1.45881  0.012

Cartesian forces (eV/Å) of the 6 atoms listed first:
C 0.56 0.10 0.22
C -1.93 0.23 -0.46
O 0.70 -0.09 -0.07
O 0.71 -0.17 0.48
C -0.07 0.08 -0.55
C -0.84 1.11 0.58